{"formula": "C51H62BN8O5P2S", "method": "wB97M-V/def2-TZVPD", "species": ["C", "C", "P", "C", "B", "O", "O", "O", "C", "C", "P", "S", "O", "C", "C", "C", "C", "C", "C", "O", "H", "H", "H", "H", "H", "H", "H", "H", "H", "H", "H", "H", "H", "H", "H", "H", "H", "H", "H", "H", "H", "H", "N", "C", "C", "C", "C", "C", "H", "H", "H", "H", "H", "N", "C", "C", "C", "C", "C", "H", "H", "H", "H", "H", "N", "C", "C", "C", "C", "C", "H", "H", "H", "H", "H", "N", "C", "C", "C", "C", "C", "H", "H", "H", "H", "H", "N", "C", "C", "C", "C", "C", "H", "H", "H", "H", "H", "N", "C", "C", "C", "C", "C", "H", "H", "H", "H", "H", "N", "C", "C", "C", "C", "C", "H", "H", "H", "H", "H", "N", "C", "C", "C", "C", "C", "H", "H", "H", "H", "H"], "xyz": [[-1.083, -1.466, 1.797], [-0.952, -0.392, 2.567], [-1.053, 1.177, 3.673], [-0.917, 2.633, 4.932], [-2.095, 3.751, 4.745], [-3.385, 3.744, 5.394], [-1.771, 4.878, 3.851], [-2.653, 1.664, 3.251], [-3.021, 1.371, 1.882], [-4.243, 2.408, 1.518], [-1.940, -0.261, 5.142], [-3.227, 0.561, 6.361], [0.461, 0.567, 4.352], [1.510, 0.700, 3.329], [1.206, 1.967, 2.347], [2.246, 3.089, 2.945], [1.664, 1.880, 0.793], [0.479, 2.157, -0.261], [-0.110, 3.443, -0.528], [-0.198, 2.246, 2.565], [-1.334, -2.532, 1.429], [0.082, 3.184, 4.696], [-0.806, 2.230, 6.002], [-4.100, 4.069, 4.789], [-0.780, 4.969, 3.826], [-2.214, 1.576, 1.094], [-3.508, 0.318, 1.781], [-5.253, 2.041, 1.914], [-4.268, 2.434, 0.353], [-3.987, 3.499, 1.830], [-2.633, -1.348, 4.462], [-0.854, -0.883, 5.887], [2.445, 0.935, 3.969], [1.837, -0.281, 2.801], [2.182, 3.093, 4.108], [3.325, 2.807, 2.673], [1.970, 4.156, 2.565], [2.147, 0.862, 0.536], [2.480, 2.693, 0.625], [0.093, 1.247, -0.859], [0.449, 4.448, -0.354], [-1.211, 3.540, -0.889], [4.006, -1.361, 3.128], [3.913, -2.454, 3.904], [4.970, -2.972, 4.636], [6.198, -2.329, 4.561], [6.322, -1.198, 3.765], [5.205, -0.757, 3.076], [2.935, -2.923, 3.927], [4.836, -3.856, 5.248], [7.049, -2.705, 5.119], [7.265, -0.672, 3.684], [5.250, 0.125, 2.443], [3.860, 1.100, -2.261], [2.867, 1.004, -3.164], [2.729, -0.054, -4.047], [3.669, -1.074, -4.003], [4.706, -1.000, -3.082], [4.755, 0.099, -2.239], [2.159, 1.827, -3.161], [1.906, -0.081, -4.752], [3.596, -1.919, -4.680], [5.457, -1.777, -3.021], [5.544, 0.200, -1.500], [2.758, -4.826, 6.423], [2.080, -5.908, 6.841], [1.142, -5.885, 7.859], [0.887, -4.675, 8.491], [1.574, -3.540, 8.082], [2.491, -3.666, 7.051], [2.316, -6.831, 6.319], [0.623, -6.789, 8.153], [0.160, -4.617, 9.294], [1.400, -2.581, 8.553], [3.050, -2.806, 6.693], [0.194, 2.327, -5.208], [-1.073, 2.770, -5.271], [-1.425, 4.049, -5.673], [-0.412, 4.928, -6.028], [0.907, 4.499, -5.970], [1.157, 3.200, -5.559], [-1.830, 2.048, -4.981], [-2.465, 4.350, -5.707], [-0.648, 5.938, -6.346], [1.722, 5.160, -6.240], [2.172, 2.818, -5.501], [-5.816, 0.265, -0.065], [-6.906, -0.325, 0.455], [-7.432, -1.520, -0.010], [-6.800, -2.145, -1.076], [-5.673, -1.557, -1.633], [-5.223, -0.362, -1.094], [-7.367, 0.204, 1.284], [-8.313, -1.952, 0.450], [-7.182, -3.082, -1.469], [-5.156, -2.018, -2.466], [-4.344, 0.134, -1.493], [7.916, 2.007, 4.061], [8.932, 1.740, 4.900], [10.239, 2.146, 4.682], [10.520, 2.865, 3.529], [9.491, 3.153, 2.644], [8.216, 2.706, 2.953], [8.663, 1.173, 5.785], [11.018, 1.905, 5.396], [11.531, 3.199, 3.323], [9.675, 3.712, 1.734], [7.377, 2.909, 2.294], [-6.192, -1.952, -5.064], [-7.235, -1.111, -4.929], [-8.231, -0.961, -5.881], [-8.150, -1.717, -7.042], [-7.085, -2.591, -7.208], [-6.141, -2.673, -6.197], [-7.252, -0.541, -4.006], [-9.049, -0.270, -5.718], [-8.910, -1.626, -7.810], [-6.990, -3.195, -8.102], [-5.292, -3.344, -6.279], [-4.757, -4.270, -9.584], [-3.747, -4.544, -8.741], [-2.438, -4.140, -8.949], [-2.150, -3.413, -10.096], [-3.174, -3.118, -10.985], [-4.451, -3.564, -10.685], [-4.021, -5.117, -7.861], [-1.663, -4.387, -8.234], [-1.136, -3.080, -10.295], [-2.984, -2.553, -11.890], [-5.285, -3.354, -11.348]], "lowdin_charge": [0.011, -0.227, 0.421, -0.156, -0.574, 0.029, 0.026, -0.368, -0.286, -0.103, 0.286, 0.017, -0.419, -0.199, -0.432, -0.075, -0.128, -0.160, -0.038, -0.258, 0.027, 0.069, 0.066, 0.101, 0.084, 0.102, 0.113, 0.058, 0.057, 0.080, -0.045, -0.045, 0.107, 0.098, 0.083, 0.078, 0.091, 0.110, 0.104, 0.099, 0.061, 0.056, 0.063, -0.143, -0.092, -0.085, -0.084, -0.144, 0.108, 0.079, 0.099, 0.078, 0.100, 0.065, -0.155, -0.077, -0.089, -0.085, -0.157, 0.086, 0.093, 0.100, 0.096, 0.098, 0.055, -0.156, -0.083, -0.079, -0.062, -0.142, 0.098, 0.097, 0.105, 0.107, 0.095, 0.063, -0.144, -0.076, -0.085, -0.076, -0.156, 0.104, 0.101, 0.103, 0.100, 0.096, 0.064, -0.143, -0.082, -0.091, -0.092, -0.138, 0.103, 0.096, 0.102, 0.087, 0.106, 0.060, -0.155, -0.081, -0.088, -0.078, -0.145, 0.104, 0.098, 0.102, 0.100, 0.105, 0.060, -0.147, -0.077, -0.086, -0.078, -0.148, 0.099, 0.100, 0.102, 0.087, 0.091, 0.052, -0.159, -0.072, -0.080, -0.078, -0.154, 0.101, 0.104, 0.106, 0.100, 0.101], "e_tot_ev": -106135.9613, "orbital_gap_ha": 0.20421, "charge": -1, "largest_force_ev_per_a": 8.19}


{"formula": "C30H60N5O11P", "method": "wB97M-V/def2-TZVPD", "species": ["N", "C", "C", "C", "C", "C", "C", "C", "C", "O", "C", "C", "C", "O", "N", "P", "O", "O", "C", "O", "H", "H", "H", "H", "H", "H", "H", "H", "H", "H", "H", "H", "H", "H", "H", "C", "O", "C", "C", "N", "C", "C", "O", "C", "H", "H", "H", "H", "H", "H", "H", "H", "H", "H", "H", "H", "H", "H", "H", "C", "O", "C", "C", "N", "C", "C", "O", "C", "H", "H", "H", "H", "H", "H", "H", "H", "H", "H", "H", "H", "H", "H", "H", "C", "O", "C", "C", "N", "C", "C", "O", "C", "H", "H", "H", "H", "H", "H", "H", "H", "H", "H", "H", "H", "H", "H", "H"], "xyz": [[0.816, -2.366, 0.476], [-0.508, -2.972, 0.553], [-1.666, -2.146, -0.008], [-2.734, -2.811, -0.590], [-3.807, -2.128, -1.103], [-3.891, -0.752, -1.103], [-5.076, 0.026, -1.658], [-5.823, 0.707, -0.454], [-7.266, 0.176, -0.254], [-7.571, 0.100, 1.136], [-2.840, -0.066, -0.531], [-1.761, -0.764, 0.024], [-0.819, 0.284, 0.618], [0.052, 0.216, 1.442], [-1.246, 1.504, -0.005], [-0.832, 2.998, 0.878], [-2.144, 3.380, 1.796], [-0.803, 4.137, -0.315], [-2.592, 1.421, -0.367], [-3.356, 2.347, -0.539], [1.113, -2.099, 1.412], [0.849, -1.580, -0.152], [-0.469, -3.880, -0.066], [-0.739, -3.331, 1.564], [-2.735, -3.895, -0.659], [-4.644, -2.673, -1.536], [-5.755, -0.632, -2.204], [-4.672, 0.840, -2.265], [-5.283, 0.502, 0.477], [-5.830, 1.794, -0.548], [-7.982, 0.869, -0.704], [-7.389, -0.811, -0.726], [-6.950, -0.519, 1.531], [-2.793, 3.853, 1.252], [-1.711, 4.256, -0.650], [-1.395, 11.301, -3.848], [-0.436, 10.434, -4.424], [0.799, 10.393, -3.716], [0.997, 9.046, -3.050], [0.078, 8.868, -1.932], [0.044, 7.505, -1.399], [-0.458, 6.393, -2.316], [-1.840, 6.487, -2.639], [-2.148, 7.318, -3.743], [-2.234, 11.372, -4.538], [-1.764, 10.913, -2.894], [-0.981, 12.303, -3.700], [0.880, 11.210, -2.994], [1.590, 10.529, -4.460], [2.025, 8.975, -2.682], [0.853, 8.274, -3.817], [-0.856, 9.110, -2.235], [-0.607, 7.530, -0.521], [1.045, 7.244, -1.041], [-0.349, 5.457, -1.771], [0.149, 6.285, -3.222], [-1.355, 7.317, -4.494], [-2.353, 8.341, -3.417], [-3.060, 6.936, -4.204], [6.230, 0.513, 4.233], [5.873, -0.634, 4.982], [5.277, -0.335, 6.240], [3.811, -0.722, 6.248], [3.025, 0.163, 5.396], [1.656, -0.294, 5.163], [1.462, -1.607, 4.408], [1.864, -1.557, 3.049], [3.243, -1.810, 2.820], [6.805, 0.179, 3.370], [5.346, 1.048, 3.872], [6.853, 1.192, 4.823], [5.413, 0.715, 6.514], [5.798, -0.942, 6.986], [3.430, -0.664, 7.272], [3.744, -1.767, 5.916], [3.485, 0.246, 4.499], [1.157, 0.493, 4.592], [1.140, -0.359, 6.126], [0.387, -1.808, 4.390], [1.920, -2.462, 4.918], [3.661, -2.509, 3.548], [3.814, -0.878, 2.823], [3.340, -2.246, 1.825], [0.651, -10.168, -3.149], [1.837, -9.828, -2.457], [2.603, -8.811, -3.095], [2.584, -7.530, -2.282], [1.271, -6.897, -2.321], [1.112, -5.798, -1.369], [1.189, -6.127, 0.120], [0.114, -6.925, 0.593], [0.286, -8.322, 0.435], [0.224, -11.045, -2.665], [-0.084, -9.358, -3.106], [0.861, -10.416, -4.194], [2.270, -8.636, -4.121], [3.633, -9.175, -3.138], [3.327, -6.837, -2.688], [2.879, -7.787, -1.256], [0.566, -7.594, -2.117], [0.129, -5.359, -1.562], [1.851, -5.024, -1.599], [1.113, -5.182, 0.662], [2.154, -6.561, 0.407], [1.334, -8.621, 0.509], [-0.133, -8.663, -0.516], [-0.272, -8.819, 1.230]], "lowdin_charge": [0.035, -0.196, -0.124, -0.013, -0.015, -0.167, -0.103, -0.154, -0.253, -0.077, -0.035, -0.013, -0.372, 0.099, -0.063, 0.917, -0.253, -0.286, -0.380, 0.084, 0.026, 0.068, 0.073, 0.137, 0.125, 0.122, 0.108, 0.114, 0.110, 0.104, 0.118, 0.109, 0.080, 0.052, 0.055, -0.117, -0.195, -0.217, -0.216, -0.051, -0.192, -0.226, -0.182, -0.099, 0.088, 0.078, 0.087, 0.122, 0.120, 0.123, 0.105, 0.066, 0.120, 0.122, 0.078, 0.116, 0.090, 0.071, 0.087, -0.115, -0.196, -0.217, -0.216, -0.049, -0.192, -0.208, -0.233, -0.079, 0.088, 0.079, 0.087, 0.122, 0.120, 0.123, 0.105, 0.068, 0.120, 0.119, 0.123, 0.112, 0.093, 0.076, 0.085, -0.117, -0.195, -0.216, -0.215, -0.050, -0.200, -0.224, -0.179, -0.100, 0.088, 0.077, 0.087, 0.122, 0.121, 0.124, 0.105, 0.066, 0.107, 0.122, 0.096, 0.114, 0.090, 0.070, 0.087], "smiles": "NCc1ccc(CCCO)c2c1C(=O)N(P(O)O)C2=O.COCCNCCOC.COCCNCCOC.COCCNCCOC", "e_tot_ev": -71342.2445, "orbital_gap_ha": 0.30019, "de_lowest_kj_mol": 0.0, "largest_force_ev_per_a": 2.51}


{"formula": "C6H14BrPS", "method": "wB97M-V/def2-TZVPD", "species": ["C", "C", "C", "C", "C", "C", "P", "S", "Br", "H", "H", "H", "H", "H", "H", "H", "H", "H", "H", "H", "H", "H", "H"], "xyz": [[-1.493, -2.234, -2.046], [-0.366, 1.621, 0.270], [0.116, 0.419, 2.557], [1.566, -0.022, 0.539], [-0.545, -1.222, -1.282], [0.155, 0.416, 0.969], [-0.828, -1.165, 0.473], [1.843, -3.369, 0.962], [-2.860, -0.376, 0.299], [-1.156, -2.351, -3.075], [-1.674, -3.124, -1.392], [-2.620, -1.921, -2.191], [0.303, 2.372, 0.671], [-0.150, 1.580, -0.814], [-1.504, 1.868, 0.610], [1.142, 0.877, 2.873], [-0.106, -0.618, 2.793], [-0.558, 1.156, 2.872], [1.696, -1.226, 0.962], [1.665, 0.021, -0.558], [2.430, 0.555, 1.003], [-0.597, -0.269, -1.737], [0.534, -1.559, -1.411]], "lowdin_charge": [-0.186, -0.161, -0.085, -0.157, -0.561, -0.802, 0.573, 0.133, 0.394, 0.056, 0.065, 0.070, 0.075, 0.077, 0.084, 0.112, 0.042, 0.045, -0.056, 0.065, 0.099, 0.042, 0.076], "e_tot_ev": -96611.7590, "orbital_gap_ha": [0.23197, 0.23453], "de_lowest_kj_mol": 395.4, "largest_force_ev_per_a": 3.69}